#A
# C4H9P

One molecule with the formula C4H9P (ωB97M-V/def2-TZVPD, the OMol25 dataset).

The calculation puts the gap between HOMO and LUMO at 10.2 eV. The calculation puts the molar mass at 88.1 g/mol. As for the charge: 0. Its spin multiplicity is 1. The calculation puts the HOMO energy at -0.3303 Ha. As for the SMILES: C[C@H]1C[C@@H]1P.

Structure (XYZ):
```
14
C4H9P (ωB97M-V/def2-TZVPD)
C -1.783 0.568 -0.312
C -0.452 0.175 0.444
C 0.041 -1.184 -0.018
C 0.689 0.054 -0.564
P 2.503 0.235 -0.023
H -1.768 0.250 -1.462
H -1.870 1.649 -0.065
H -2.569 0.100 0.244
H -0.177 0.421 1.377
H 0.582 -1.689 0.730
H -0.564 -1.733 -0.562
H 0.616 0.300 -1.628
H 2.361 -0.633 1.237
H 2.392 1.486 0.603
```

#B
# C4H9P

One molecule with the formula C4H9P (ωB97M-V/def2-TZVPD, the OMol25 dataset).

The calculation puts the gap between HOMO and LUMO at 9.9 eV. The calculation puts the molar mass at 88.1 g/mol. As for the charge: 0. Its spin multiplicity is 1. The calculation puts the HOMO energy at -0.3179 Ha. As for the SMILES: C[C@@H]1P[C@H]1C.

Structure (XYZ):
```
14
C4H9P (ωB97M-V/def2-TZVPD)
C -0.812 1.497 0.805
C -0.778 0.091 0.139
P -0.468 -1.270 1.278
C 0.862 -0.511 0.270
C 1.300 -1.473 -0.817
H -1.794 1.646 1.267
H -0.863 2.315 0.045
H 0.016 1.669 1.359
H -1.160 0.000 -0.877
H -0.315 -0.524 2.388
H 1.420 0.261 0.630
H 2.441 -1.593 -0.941
H 1.118 -1.040 -1.849
H 0.707 -2.347 -0.556
```

#C
# C4H9P

A 2-piece molecular cluster, C4H9P overall (ωB97M-V/def2-TZVPD, the OMol25 dataset).

The calculation puts the gap between HOMO and LUMO at 10.4 eV. The calculation puts the molar mass at 88.1 g/mol. As for the charge: 0. Its spin multiplicity is 1. The calculation puts the HOMO energy at -0.3381 Ha.

Structure (XYZ):
```
14
C4H9P (ωB97M-V/def2-TZVPD)
C 0.688 -0.233 0.410
C -0.097 -0.151 -0.811
C 0.154 -0.943 -2.006
C -1.500 1.137 1.207
P -1.110 -0.615 0.637
H 1.431 -0.996 0.479
H 0.988 0.641 0.985
H -0.330 1.257 -1.255
H -0.592 -0.835 -2.635
H 0.417 -2.017 -1.745
H 1.030 -0.690 -2.566
H -0.723 1.747 0.762
H -1.510 1.239 2.370
H -2.593 1.506 0.830
```

Which of them is the least stable? Correct choice: #C.

#A
# CH3N3O2

One molecule with the formula CH3N3O2 (ωB97M-V/def2-TZVPD, the OMol25 dataset).

The calculation puts the gap between HOMO and LUMO (spin up / spin down) at 9.3 / 9.3 eV. The calculation puts the molar mass at 89.1 g/mol. As for the charge: 0. Its spin multiplicity is 1. The calculation puts the HOMO energy (spin up / spin down) at -0.3540 / -0.3540 Ha.

Structure (XYZ):
```
9
CH3N3O2 (ωB97M-V/def2-TZVPD)
C -0.444 -1.049 0.045
N 0.813 -1.182 0.186
N -1.217 0.140 0.148
N 0.991 0.925 -0.539
O 1.595 -0.098 0.071
O -0.537 1.206 0.615
H -0.991 -1.950 0.280
H -1.747 0.320 -0.657
H 1.538 1.689 -0.150
```

#B
# CH3N3O2

A 2-piece molecular cluster, CH3N3O2 overall (ωB97M-V/def2-TZVPD, the OMol25 dataset).

The calculation puts the gap between HOMO and LUMO at 9.8 eV. The calculation puts the molar mass at 89.1 g/mol. As for the charge: 0. Its spin multiplicity is 1. The calculation puts the HOMO energy at -0.3484 Ha. As for the SMILES: [H]/N=N\[H].O=C=NO.

Structure (XYZ):
```
9
CH3N3O2 (ωB97M-V/def2-TZVPD)
H -1.510 -2.148 -0.200
N -0.956 -1.461 0.214
N 0.231 -1.686 0.469
H 0.602 -2.661 0.274
O 2.479 1.822 -0.619
C 1.354 1.843 -0.427
N 0.149 1.738 -0.482
O -0.807 1.569 0.510
H -1.542 0.983 0.262
```

Which of them is the least stable? Correct choice: #A.